# 1
DFT (wB97M-V/def2-TZVPD) results for the ion C4H7N2 with charge +1 at a distorted geometry.

Positions of all 13 atoms, in Å:
C  -0.340  -0.323  2.752
C  -0.692  0.232  -1.466
C  0.935  -0.331  0.549
H  0.131  1.983  -0.647
H  -1.335  -0.442  -2.062
H  -0.638  -1.356  -0.188
N  0.326  -0.300  1.813
C  -0.466  1.529  -1.536
H  -0.876  -0.422  3.687
H  1.669  -1.207  0.528
H  -0.750  2.265  -2.267
H  1.291  0.816  0.573
N  -0.142  -0.616  -0.470

Computed properties:
net charge = +1
total energy = -7230.903 eV
HOMO-LUMO gap = 7.661 eV
SMILES = C#[N+]CNC=C

Results of the Mulliken charge analysis, in e, for atoms 1 through 5:
1 C 0.101
2 C 0.384
3 C -0.379
4 H 0.064
5 H 0.337



# 2
DFT (wB97M-V/def2-TZVPD) results for the ion C4H7N2 with charge +1 at a distorted geometry.

Positions of all 13 atoms, in Å:
N  0.960  1.138  -0.803
H  2.353  -0.396  -0.809
H  1.446  2.690  0.555
C  -1.993  -1.484  0.716
H  -2.976  -1.168  0.466
H  -1.884  -2.392  1.317
C  0.406  -1.013  0.192
H  0.838  -2.046  0.440
C  1.281  -0.088  -0.330
H  0.772  3.036  -1.169
N  -0.956  -0.831  0.199
H  -1.315  0.178  -0.283
C  1.069  2.375  -0.491

Computed properties:
net charge = +1
total energy = -7231.551 eV
HOMO-LUMO gap (alpha / beta) = 7.865 / 7.863 eV
SMILES = C=N/C=C\[NH+]=C

Results of the Mulliken charge analysis, in e, for atoms 1 through 5:
1 N -0.368
2 H 0.288
3 H 0.242
4 C -0.155
5 H 0.265



# 3
DFT (wB97M-V/def2-TZVPD) results for the ion C4H7N2 with charge +1 at a distorted geometry.

Positions of all 13 atoms, in Å:
H  1.582  2.470  0.107
C  0.615  2.231  -0.310
H  -0.316  -3.354  -0.280
C  -0.615  0.015  -0.513
C  -0.086  -2.483  0.260
H  0.756  2.198  -1.371
H  -0.629  -0.126  -1.643
H  -0.112  2.970  0.265
C  -0.819  -1.231  0.194
H  0.768  -2.548  0.840
N  -1.360  -1.774  1.155
H  0.144  0.733  1.167
N  0.073  0.899  0.127

Computed properties:
net charge = +1
total energy = -7230.872 eV
HOMO-LUMO gap = 9.128 eV
SMILES = C/[NH+]=C/C1=NC1

Results of the Mulliken charge analysis, in e, for atoms 1 through 5:
1 H 0.325
2 C -0.693
3 H 0.276
4 C 0.198
5 C -0.439